The following is a DFT calculation (the ωB97M-V functional and the def2-TZVPD basis) of 13 unconnected molecules or ions with the total composition C34H78F14N13O32S14.

Structure (XYZ):
```
185
Properties=species:S:1:pos:R:3:forces:R:3
C -0.62273 4.38313 -7.74447 0.6 0.8 1.1
C 0.02033 4.62122 -6.36574 2.9 3.8 -0.6
O 0.70553 5.64592 -6.09537 -3.3 -5.3 -0.3
N -0.22780 3.48289 -5.36271 3.1 0.7 -1.7
H -0.95084 3.81933 -4.74294 -1.0 0.1 1.2
H -0.53068 2.63307 -5.81676 -1.0 0.2 -0.6
C 1.05230 2.93748 -4.69790 -1.4 0.5 -0.2
H -0.50680 5.28403 -8.34698 -0.3 0.2 0.4
H -1.66540 4.15771 -7.52057 -0.1 -0.3 -0.6
H -0.06449 3.65878 -8.33758 -0.3 -0.7 0.4
H 1.57515 2.43662 -5.51267 0.5 0.3 0.4
H 0.61162 2.18315 -4.04606 0.7 0.1 0.4
H 1.54909 3.77087 -4.20114 0.3 -0.4 0.0
C 5.93389 -0.17251 -0.99013 -0.2 -0.5 0.4
C 5.98603 -1.67500 -0.98064 1.0 -0.5 3.1
O 6.21271 -2.28564 0.07047 -0.6 1.0 -4.1
N 5.68723 -2.40927 -2.28502 1.7 0.6 1.9
H 5.21350 -3.23204 -1.94047 -0.4 -1.3 -0.2
H 5.04315 -1.88681 -2.86146 -0.6 0.8 -0.3
C 6.86712 -2.76623 -3.15468 -0.4 0.2 1.5
H 4.87922 0.10028 -0.95341 -0.1 0.2 -0.5
H 6.45081 0.30934 -1.82001 -0.2 -0.1 0.0
H 6.30778 0.13713 -0.01420 0.3 0.1 -0.2
H 7.43683 -1.86013 -3.36083 -0.4 0.0 -0.6
H 6.38574 -3.28085 -3.98627 0.8 0.0 -0.2
H 7.51915 -3.35862 -2.51278 -0.1 -0.5 -0.5
C 0.53792 -0.97480 9.07159 0.9 0.6 -1.2
C 1.01960 -0.11328 7.85903 -0.4 1.6 0.8
O 0.93471 1.10127 7.80214 0.4 -3.6 -0.5
N 1.64146 -0.93271 6.68318 1.5 3.4 -1.3
H 2.57314 -1.28034 6.85992 0.2 -0.4 1.1
H 1.09886 -1.71527 6.34658 -1.2 -1.1 -0.1
C 2.00786 -0.04037 5.42506 -0.3 0.7 0.7
H -0.52747 -1.18072 8.96852 0.0 0.0 0.0
H 0.73769 -0.38910 9.96890 -0.2 0.0 -0.1
H 1.07735 -1.91994 9.13345 -0.1 0.0 -0.1
H 2.90809 0.52793 5.65900 -0.2 0.0 0.3
H 1.21371 0.68236 5.23776 0.0 -0.2 0.2
H 2.22159 -0.58897 4.50775 -0.3 -0.7 0.4
C -0.68479 -4.25746 -4.53317 -0.6 0.2 1.1
C -1.33478 -3.29111 -3.42538 0.1 2.3 -0.4
C -1.66305 -1.86836 -4.05468 -0.7 -0.4 -0.9
C -2.71851 -1.84331 -5.15435 -0.5 -1.2 0.2
C -4.09154 -2.44984 -4.65809 2.3 0.8 0.2
C -3.95502 -3.84641 -3.82413 -0.1 2.7 -0.8
N -2.64457 -3.87799 -3.01025 1.3 -7.0 5.1
O -2.53355 -4.88118 -1.96571 -1.2 6.8 -6.9
C -3.90941 -4.96472 -4.88451 0.0 -0.9 0.8
C -5.12084 -3.89147 -2.86007 -1.2 -0.2 0.9
C -0.47305 -2.96428 -2.19637 0.6 -1.6 0.1
H 0.38462 -4.09254 -4.66454 -0.1 0.9 0.0
H -1.28878 -4.10998 -5.42846 0.6 -0.2 -0.1
H -0.66497 -5.29514 -4.20010 -0.6 -0.1 0.1
H -0.76444 -1.43963 -4.49830 0.4 -0.3 0.4
H -2.05672 -1.13569 -3.35017 0.4 -0.4 0.8
H -2.36344 -2.34572 -6.05413 0.0 0.0 -0.1
H -2.88754 -0.79166 -5.38582 -0.1 -0.1 -0.2
H -4.71974 -2.51587 -5.54640 -0.2 -0.7 0.3
H -4.45395 -1.58460 -4.10301 -0.6 -0.7 0.8
H -3.04972 -5.08432 -5.54386 0.2 0.6 0.4
H -4.76042 -4.82487 -5.55109 -0.2 -0.1 0.4
H -3.97277 -5.87449 -4.28752 -0.3 -0.4 -0.4
H -5.16212 -4.64100 -2.06975 0.8 -0.3 -0.2
H -6.08527 -4.02967 -3.34880 0.2 -0.1 -0.7
H -5.27770 -2.95422 -2.32617 0.5 0.2 -0.1
H -0.09903 -3.89152 -1.76229 -0.3 0.0 0.4
H -1.02055 -2.36300 -1.47055 0.0 -0.2 -0.1
H 0.46824 -2.48628 -2.46765 -0.3 0.3 -0.5
C 2.96532 -0.88856 1.47829 0.9 0.6 1.7
C 2.03336 -0.35901 0.40845 0.5 -0.3 -0.5
C 0.98655 0.55994 0.97512 -1.6 1.0 0.2
N 0.14226 1.40471 -0.00973 1.2 0.4 -2.1
C -0.47149 0.47862 -1.08869 0.2 0.0 1.7
C 1.01474 2.41242 -0.81359 -0.3 1.7 1.9
C 0.06422 3.56054 -1.08872 -1.1 0.4 -1.4
C -0.90183 3.72148 0.10685 0.9 0.1 0.9
C -0.91324 2.32292 0.74634 -0.1 -1.6 -1.2
H 3.80335 -1.53052 1.20681 -0.6 -0.4 -0.7
H 2.46487 -1.35837 2.32500 -0.5 -0.5 -0.3
H 3.50929 -0.09495 1.99051 -0.2 0.6 -0.3
H 1.56942 -1.22401 -0.06549 -0.2 0.0 -0.1
H 2.62703 0.13925 -0.35797 0.0 0.2 -0.1
H 1.30138 1.33981 1.66850 0.7 -0.2 0.0
H 0.24223 -0.03588 1.50342 -0.1 -0.2 0.1
H -1.16820 0.95947 -1.77533 0.1 0.4 0.3
H -0.99085 -0.26926 -0.48949 -0.2 -0.2 -0.3
H 0.36463 0.02385 -1.61990 -0.1 0.1 0.0
H 1.62300 2.08508 -1.65678 -0.6 -0.8 0.0
H 1.70681 2.91325 -0.13660 0.4 -0.8 0.5
H -0.52457 3.36507 -1.98495 -0.3 -0.3 -0.1
H 0.60799 4.46546 -1.35988 0.1 0.0 0.5
H -1.89667 4.12822 -0.07469 -0.2 -0.8 -0.9
H -0.58992 4.49608 0.80743 1.0 -0.4 0.2
H -1.83674 1.80039 0.49693 -0.2 0.1 0.2
H -0.70623 2.18004 1.80692 0.2 0.5 -0.1
C -5.14661 -2.43348 6.08944 0.3 -0.5 -0.2
C -4.04567 -1.33796 6.18421 -1.2 0.0 -1.0
C -3.80477 -0.68741 4.79926 1.3 -1.3 0.6
N -3.08428 0.64118 4.97850 -2.4 1.6 -1.8
C -1.74120 0.55804 5.70062 -1.2 -0.4 -1.5
C -2.99297 1.32579 3.54892 -0.1 0.2 0.1
C -2.90759 2.83968 3.82144 0.6 -1.8 1.6
C -3.97936 2.98776 4.89716 -0.8 0.0 -0.6
C -4.05983 1.63931 5.66239 1.0 1.0 0.1
H -5.48132 -2.85348 7.03795 0.5 0.2 0.2
H -4.78338 -3.27459 5.49893 0.3 -0.1 0.1
H -6.08028 -2.19110 5.58190 0.1 0.8 -0.1
H -3.12774 -1.76698 6.58600 -0.1 0.0 0.0
H -4.38798 -0.50073 6.79246 0.0 -0.3 0.5
H -4.72393 -0.64443 4.21497 -0.1 1.0 0.3
H -3.16863 -1.28245 4.14401 0.3 -0.2 0.2
H -1.90876 0.08666 6.66903 0.1 0.3 -0.1
H -1.30270 1.55543 5.73245 -0.1 -0.1 0.3
H -1.17158 -0.08499 5.02969 0.4 -0.1 0.3
H -2.25491 0.85752 2.89770 0.4 -0.1 0.5
H -3.93365 1.17544 3.01919 -0.2 -0.6 0.4
H -1.98652 2.95037 4.39369 0.6 0.9 -1.0
H -3.07422 3.42358 2.91623 0.5 0.1 0.3
H -3.88446 3.84721 5.56080 0.3 -0.1 -0.1
H -4.91318 3.12687 4.35243 -0.3 0.0 0.2
H -3.70578 1.72744 6.68951 -0.3 0.0 0.0
H -5.11807 1.38134 5.62129 0.4 -1.0 0.1
N 4.22646 -0.77460 -3.73074 3.0 3.7 -2.8
S 4.79074 0.25215 -5.00355 4.9 0.4 -1.4
O 4.07979 1.46884 -5.26381 -0.6 -1.3 0.3
O 5.45112 -0.44867 -6.11180 -1.8 0.9 2.3
F 6.03891 0.77226 -4.17284 -0.1 -0.2 0.3
S 2.87228 -0.96872 -4.35612 -7.4 -4.6 -0.1
O 2.77625 -1.58378 -5.68426 0.5 1.5 2.0
O 1.81046 -0.06542 -3.97384 0.8 0.3 -0.6
F 2.54178 -2.18400 -3.32906 -0.1 -0.2 -0.5
N 0.08992 -2.81520 5.66608 -2.3 -3.7 3.9
S -0.67116 -4.15438 6.47868 1.6 -2.7 3.0
O -0.56205 -5.48571 5.89950 -0.1 2.6 0.0
O -1.84027 -3.82845 7.22046 -0.4 1.0 -0.8
F 0.37588 -4.32347 7.71920 0.2 0.9 -0.8
S -0.22606 -3.34373 4.25785 2.2 1.0 -8.9
O -1.54247 -3.83265 3.90315 1.2 0.8 1.5
O 0.92342 -3.85749 3.50700 -2.0 0.1 2.1
F -0.17467 -1.79572 3.67509 -0.6 0.0 0.0
N -2.42959 3.92094 -4.03894 -1.1 4.6 0.6
S -3.27997 5.34944 -3.57734 -0.2 3.4 1.6
O -3.60243 5.42991 -2.11069 1.2 -0.4 -4.6
O -4.26298 5.72373 -4.56468 0.9 -0.8 1.1
F -2.14375 6.49991 -3.84403 -0.6 -1.9 0.5
S -3.42985 2.93894 -3.41636 -2.9 -6.1 2.2
O -4.77669 2.86672 -4.00525 2.4 0.9 1.6
O -3.20883 2.66954 -1.98409 -0.7 0.6 -2.8
F -2.77187 1.64144 -4.12664 0.5 -0.2 0.0
N 4.56625 6.65443 -0.96738 -2.1 -7.3 1.8
S 3.16519 5.74456 -1.04050 -1.4 -2.8 2.0
O 2.99815 4.87261 -2.18325 1.0 0.3 0.7
O 1.91082 6.33723 -0.60082 1.5 0.2 -0.7
F 3.46217 4.79987 0.22865 0.4 0.1 -1.1
S 3.92346 7.88349 -1.44512 1.7 10.6 -3.2
O 3.30842 8.79407 -0.51749 -1.4 -1.2 -0.4
O 3.63654 7.93690 -2.86876 -1.3 -0.6 1.2
F 5.32815 8.63646 -1.46253 1.5 0.7 -0.4
N 2.57217 2.42197 3.86975 5.7 -3.5 -2.5
S 1.81269 3.68148 3.83830 -2.3 6.2 3.9
O 1.29434 4.02322 2.56330 -0.3 0.8 -0.8
O 2.32525 4.67356 4.80255 -1.5 -1.3 -2.3
F 0.55032 3.09940 4.60098 -1.3 -0.4 0.6
S 3.91385 2.87404 2.88276 2.9 0.1 -1.2
O 4.48171 4.23268 2.99306 -2.1 -3.1 0.0
O 3.91849 2.25645 1.54705 -0.7 0.8 2.6
F 4.98891 2.01401 3.70669 -0.5 -0.2 -0.2
N -3.37574 -2.02847 -0.71271 5.0 -7.3 2.9
S -4.21270 -0.88198 -0.54339 -7.8 7.9 -2.0
O -3.74045 0.12564 0.35067 0.0 0.5 0.6
O -5.65375 -1.15056 -0.54768 1.9 0.4 0.1
F -3.95093 -0.22884 -2.00585 -0.1 -0.3 0.4
S -3.22758 -2.52018 0.93771 2.4 -4.5 0.8
O -4.36611 -3.21680 1.52965 1.4 1.9 -1.5
O -2.33010 -1.76857 1.76087 -1.2 1.5 -0.2
F -2.15613 -3.71985 0.68696 -1.4 0.3 -1.0
N 4.52959 -4.78046 -1.64215 1.0 -2.6 -6.3
S 3.44237 -4.92550 -0.66243 -3.1 3.5 12.7
O 3.29313 -6.13585 0.09030 -0.7 -0.8 -2.1
O 2.37824 -3.97064 -0.71917 -1.1 -0.7 -1.5
F 4.22171 -4.11905 0.55415 0.9 0.0 -0.5
S 3.60762 -5.72182 -2.78287 0.6 -3.1 -5.4
O 2.28804 -5.22587 -3.22241 2.9 -0.5 1.4
O 3.79064 -7.17642 -2.75851 -0.6 2.7 1.3
F 4.58410 -5.43932 -4.03035 -0.2 1.1 0.4
```
Forces are in eV/Å.

Energy in Ha: -11433.922742
HOMO-LUMO gap in eV: 3.9
ΔE to the lowest compared entry with this formula, charge and spin in kcal/mol: 0.0
Charge: -1